Entry 1:
DFT (wB97M-V/def2-TZVPD) results for 2 unconnected molecules or ions with the total composition C4H12 at a distorted geometry.

The SMILES is CC.CC. For the max |F|, the calculation gives 4.21 eV Å⁻¹. For the energy relative to the best compared isomer or geometry (same formula, charge and spin), the calculation gives 1.346 eV. As for the spin multiplicity: 1. For the LUMO energy, the calculation gives 1.2 eV. The value obtained for the highest occupied orbital energy is -0.4195 Ha.

The geometry in XYZ format:
```
16
C4H12 | OMol25 | wB97M-V/def2-TZVPD
C 1.796 2.588 0.567
C 0.828 1.501 -0.073
H 2.731 2.359 0.153
H 1.424 3.618 0.240
H 1.548 2.410 1.611
H -0.051 1.854 -0.386
H 0.445 0.770 0.652
H 1.386 0.949 -0.864
C -1.492 -2.324 -0.814
C -0.981 -1.624 0.400
H -2.156 -1.819 -1.499
H -0.779 -2.753 -1.584
H -2.114 -3.156 -0.577
H -1.618 -0.659 0.611
H 0.091 -1.311 0.410
H -1.058 -2.400 1.153
```

***

Entry 2:
DFT (wB97M-V/def2-TZVPD) results for 2 unconnected molecules or ions with the total composition C4H12 at a distorted geometry.

The SMILES is CC.CC. For the max |F|, the calculation gives 1.57 eV Å⁻¹. For the energy relative to the best compared isomer or geometry (same formula, charge and spin), the calculation gives 0.280 eV. As for the spin multiplicity: 1. For the LUMO energy, the calculation gives 1.2 eV. The value obtained for the highest occupied orbital energy is -0.4210 Ha.

The geometry in XYZ format:
```
16
C4H12 | OMol25 | wB97M-V/def2-TZVPD
C -1.361 -0.113 1.322
C -1.401 -1.651 1.345
H -1.989 0.283 2.115
H -0.335 0.228 1.444
H -1.666 0.270 0.348
H -0.709 -2.008 0.575
H -2.393 -1.985 1.056
H -1.011 -2.013 2.292
C 1.770 0.461 -0.838
C 0.919 1.240 -1.815
H 2.813 0.776 -0.729
H 1.309 0.519 0.143
H 1.932 -0.583 -1.125
H -0.132 1.076 -1.588
H 1.210 1.174 -2.863
H 1.046 2.327 -1.681
```

***

Entry 3:
DFT (wB97M-V/def2-TZVPD) results for 2 unconnected molecules or ions with the total composition C4H12 at a distorted geometry.

The SMILES is CC.CC. For the max |F|, the calculation gives 4.34 eV Å⁻¹. For the energy relative to the best compared isomer or geometry (same formula, charge and spin), the calculation gives 1.236 eV. As for the spin multiplicity: 1. For the LUMO energy, the calculation gives 1.1 eV. The value obtained for the highest occupied orbital energy is -0.4233 Ha.

The geometry in XYZ format:
```
16
C4H12 | OMol25 | wB97M-V/def2-TZVPD
C 0.137 1.645 -0.026
C 0.734 2.160 1.258
H -0.150 0.505 0.064
H -0.643 2.367 -0.256
H 0.921 1.649 -0.763
H 0.258 1.878 2.130
H 0.858 3.331 1.105
H 1.771 1.734 1.342
C -1.047 -2.072 -0.133
C 0.136 -1.781 -1.067
H -1.228 -3.190 0.128
H -0.932 -1.473 0.732
H -1.995 -1.617 -0.662
H -0.210 -1.336 -2.048
H 0.786 -1.046 -0.687
H 0.811 -2.513 -1.279
```

***

Entry 4:
DFT (wB97M-V/def2-TZVPD) results for 2 unconnected molecules or ions with the total composition C4H12 at a distorted geometry.

The SMILES is CC.CC. For the max |F|, the calculation gives 2.38 eV Å⁻¹. For the energy relative to the best compared isomer or geometry (same formula, charge and spin), the calculation gives 0.688 eV. As for the spin multiplicity: 1. For the LUMO energy, the calculation gives 1.2 eV. The value obtained for the highest occupied orbital energy is -0.4094 Ha.

The geometry in XYZ format:
```
16
C4H12 | OMol25 | wB97M-V/def2-TZVPD
C 0.090 -1.075 2.275
C -1.035 -0.911 1.266
H 0.418 -2.042 2.728
H 1.024 -0.976 1.715
H -0.023 -0.421 3.147
H -1.968 -0.755 1.783
H -1.029 -1.751 0.561
H -0.849 0.052 0.779
C 0.795 0.371 -1.996
C -0.038 1.611 -1.602
H 1.840 0.564 -2.302
H 0.906 -0.197 -1.078
H 0.389 -0.282 -2.735
H -0.980 1.707 -2.102
H -0.121 1.622 -0.529
H 0.581 2.482 -1.909
```

***

Entry 5:
DFT (wB97M-V/def2-TZVPD) results for 2 unconnected molecules or ions with the total composition C4H12 at a distorted geometry.

The SMILES is CC.CC. For the max |F|, the calculation gives 2.11 eV Å⁻¹. For the energy relative to the best compared isomer or geometry (same formula, charge and spin), the calculation gives 0.541 eV. As for the spin multiplicity: 1. For the LUMO energy, the calculation gives 1.1 eV. The value obtained for the highest occupied orbital energy is -0.4207 Ha.

The geometry in XYZ format:
```
16
C4H12 | OMol25 | wB97M-V/def2-TZVPD
C 0.441 2.243 -0.353
C 0.894 1.437 -1.551
H 0.878 3.210 -0.087
H -0.629 2.391 -0.366
H 0.612 1.650 0.544
H 1.533 1.796 -2.359
H 0.113 0.851 -2.052
H 1.516 0.608 -1.197
C -0.639 -2.450 0.655
C -0.687 -1.040 1.265
H -0.356 -3.219 1.363
H -1.625 -2.703 0.273
H 0.078 -2.572 -0.167
H 0.312 -0.605 1.229
H -1.288 -0.455 0.571
H -1.155 -1.142 2.233
```

***

Entry 6:
DFT (wB97M-V/def2-TZVPD) results for 2 unconnected molecules or ions with the total composition C4H12 at a distorted geometry.

The SMILES is CC.CC. For the max |F|, the calculation gives 1.05 eV Å⁻¹. For the energy relative to the best compared isomer or geometry (same formula, charge and spin), the calculation gives 0.223 eV. As for the spin multiplicity: 1. For the LUMO energy, the calculation gives 1.1 eV. The value obtained for the highest occupied orbital energy is -0.4293 Ha.

The geometry in XYZ format:
```
16
C4H12 | OMol25 | wB97M-V/def2-TZVPD
C -2.492 1.013 -0.360
C -2.156 -0.450 -0.170
H -3.200 1.267 -1.139
H -2.840 1.414 0.583
H -1.575 1.571 -0.562
H -1.832 -0.901 -1.112
H -3.025 -1.018 0.158
H -1.309 -0.567 0.493
C 1.812 -0.208 0.837
C 2.810 -0.329 -0.320
H 2.221 -0.728 1.705
H 1.525 0.802 1.106
H 0.857 -0.691 0.631
H 2.416 -0.969 -1.105
H 3.714 -0.826 0.032
H 3.075 0.620 -0.777
```

***

Entry 7:
DFT (wB97M-V/def2-TZVPD) results for 2 unconnected molecules or ions with the total composition C4H12.

The SMILES is CC.CC. For the max |F|, the calculation gives 0.89 eV Å⁻¹. For the energy relative to the best compared isomer or geometry (same formula, charge and spin), the calculation gives 0.109 eV. As for the spin multiplicity: 1. For the LUMO energy, the calculation gives 1.2 eV. The value obtained for the highest occupied orbital energy is -0.4301 Ha.

The geometry in XYZ format:
```
16
C4H12 | OMol25 | wB97M-V/def2-TZVPD
C -0.992 0.598 1.475
C -2.423 0.602 0.951
H -0.467 -0.280 1.123
H -0.433 1.514 1.277
H -0.980 0.485 2.563
H -2.450 0.929 -0.092
H -3.054 1.294 1.509
H -2.877 -0.379 1.055
C 1.259 -1.228 -1.175
C 2.140 0.019 -1.311
H 1.695 -2.091 -1.675
H 1.202 -1.466 -0.107
H 0.251 -1.069 -1.564
H 2.019 0.722 -0.487
H 1.914 0.597 -2.200
H 3.195 -0.247 -1.342
```

***

Entry 8:
DFT (wB97M-V/def2-TZVPD) results for 2 unconnected molecules or ions with the total composition C4H12 at a distorted geometry.

The SMILES is CC.CC. For the max |F|, the calculation gives 4.26 eV Å⁻¹. For the energy relative to the best compared isomer or geometry (same formula, charge and spin), the calculation gives 0.901 eV. As for the spin multiplicity: 1. For the LUMO energy, the calculation gives 1.1 eV. The value obtained for the highest occupied orbital energy is -0.3969 Ha.

The geometry in XYZ format:
```
16
C4H12 | OMol25 | wB97M-V/def2-TZVPD
C -0.237 2.008 -0.924
C -0.137 1.730 0.586
H 0.110 3.021 -0.973
H 0.320 1.355 -1.613
H -1.280 2.012 -1.317
H -0.277 0.726 1.014
H -0.926 2.425 0.944
H 0.851 2.139 0.867
C 0.344 -1.985 0.932
C -0.096 -1.886 -0.512
H 0.966 -2.864 1.186
H 1.260 -1.300 0.873
H -0.361 -1.649 1.664
H -0.908 -1.189 -0.693
H -0.331 -2.957 -0.827
H 0.701 -1.586 -1.208
```

***

Entry 9:
DFT (wB97M-V/def2-TZVPD) results for 2 unconnected molecules or ions with the total composition C4H12 at a distorted geometry.

The SMILES is CC.CC. For the max |F|, the calculation gives 1.98 eV Å⁻¹. For the energy relative to the best compared isomer or geometry (same formula, charge and spin), the calculation gives 0.581 eV. As for the spin multiplicity: 1. For the LUMO energy, the calculation gives 1.2 eV. The value obtained for the highest occupied orbital energy is -0.4194 Ha.

The geometry in XYZ format:
```
16
C4H12 | OMol25 | wB97M-V/def2-TZVPD
C -1.976 0.542 -0.720
C -1.545 0.208 0.740
H -1.914 -0.376 -1.283
H -3.043 0.774 -0.635
H -1.476 1.437 -1.075
H -0.823 -0.575 0.948
H -2.399 -0.245 1.268
H -1.276 1.168 1.171
C 1.948 0.364 -0.058
C 1.623 -1.134 0.042
H 2.786 0.618 -0.694
H 1.077 0.938 -0.375
H 2.149 0.762 0.954
H 0.953 -1.324 0.869
H 2.578 -1.651 0.058
H 1.013 -1.311 -0.845
```

***

Entry 10:
DFT (wB97M-V/def2-TZVPD) results for 2 unconnected molecules or ions with the total composition C4H12 at a distorted geometry.

The SMILES is CC.CC. For the max |F|, the calculation gives 6.38 eV Å⁻¹. For the energy relative to the best compared isomer or geometry (same formula, charge and spin), the calculation gives 1.551 eV. As for the spin multiplicity: 1. For the LUMO energy, the calculation gives 1.1 eV. The value obtained for the highest occupied orbital energy is -0.4080 Ha.

The geometry in XYZ format:
```
16
C4H12 | OMol25 | wB97M-V/def2-TZVPD
C -0.762 -1.167 -0.898
C -1.808 -1.986 -1.551
H -0.653 -0.045 -1.153
H -0.880 -1.147 0.128
H 0.199 -1.563 -1.102
H -1.398 -2.478 -2.469
H -2.558 -1.249 -1.922
H -1.786 -2.858 -1.026
C 1.020 1.449 0.485
C 1.439 1.671 1.960
H 1.560 0.606 0.095
H 0.055 1.408 0.328
H 1.455 2.336 0.007
H 0.937 2.513 2.412
H 2.513 1.768 2.075
H 1.220 0.907 2.652
```

***

Entry 11:
DFT (wB97M-V/def2-TZVPD) results for 2 unconnected molecules or ions with the total composition C4H12 at a distorted geometry.

The SMILES is CC.CC. For the max |F|, the calculation gives 2.42 eV Å⁻¹. For the energy relative to the best compared isomer or geometry (same formula, charge and spin), the calculation gives 0.713 eV. As for the spin multiplicity: 1. For the LUMO energy, the calculation gives 1.1 eV. The value obtained for the highest occupied orbital energy is -0.4187 Ha.

The geometry in XYZ format:
```
16
C4H12 | OMol25 | wB97M-V/def2-TZVPD
C -1.043 0.463 1.794
C -1.249 1.844 1.225
H -0.118 -0.014 1.479
H -1.110 0.474 2.887
H -1.821 -0.307 1.677
H -1.866 2.430 1.909
H -1.734 1.924 0.257
H -0.325 2.381 1.012
C 1.911 -1.364 -1.505
C 0.445 -0.913 -1.508
H 1.892 -2.465 -1.544
H 2.422 -1.170 -2.441
H 2.398 -1.142 -0.560
H 0.039 -0.331 -0.677
H -0.267 -1.695 -1.743
H 0.426 -0.115 -2.261
```

***

Entry 12:
DFT (wB97M-V/def2-TZVPD) results for 2 unconnected molecules or ions with the total composition C4H12 at a distorted geometry.

The SMILES is CC.CC. For the max |F|, the calculation gives 6.78 eV Å⁻¹. For the energy relative to the best compared isomer or geometry (same formula, charge and spin), the calculation gives 1.569 eV. As for the spin multiplicity: 1. For the LUMO energy, the calculation gives 1.1 eV. The value obtained for the highest occupied orbital energy is -0.3971 Ha.

The geometry in XYZ format:
```
16
C4H12 | OMol25 | wB97M-V/def2-TZVPD
C 0.035 -1.304 -2.186
C -0.890 -1.993 -1.310
H 0.254 -0.271 -1.956
H 1.003 -1.764 -2.353
H -0.253 -1.253 -3.254
H -0.684 -2.143 -0.228
H -1.732 -1.325 -0.992
H -1.085 -3.024 -1.751
C 0.636 1.328 2.382
C 0.254 2.048 1.152
H 1.697 1.113 2.345
H 0.540 1.742 3.314
H 0.201 0.244 2.479
H -0.878 2.120 1.206
H 0.398 1.486 0.104
H 0.503 2.998 1.047
```